Density functional theory data (ωB97M-V with the def2-TZVPD basis set) for an isolated molecule of C18H21F3N2O2.

XYZ file:
```
46
Properties=species:S:1:pos:R:3:forces:R:3:nbo_charge:R:1
O -2.689821 -1.072755 -0.102474 -0.370 0.253 -0.170 -0.6301
C -1.724532 -1.373627 0.567454 0.090 -0.143 0.557 0.6879
N -0.705625 -2.116747 0.083605 0.335 -0.269 -0.220 -0.6286
C -0.675411 -2.566824 -1.289299 0.004 -0.115 -0.238 -0.2211
C 0.574727 -2.077646 -2.028750 -0.216 -0.027 0.086 -0.4301
C 0.766192 -0.588519 -1.936753 0.160 0.008 0.012 -0.0178
C 1.969863 -0.059672 -1.486045 -0.130 -0.021 -0.092 -0.1825
C 2.159832 1.308517 -1.395577 -0.050 0.123 -0.012 -0.1917
C 1.141669 2.175094 -1.747142 -0.065 -0.088 -0.062 -0.2099
C -0.064134 1.651402 -2.198474 -0.063 -0.014 -0.080 -0.0838
C -1.188403 2.589414 -2.529239 -0.212 0.244 0.003 0.9646
F -1.872450 2.958799 -1.425849 0.015 -0.070 0.184 -0.3289
F -2.087854 2.066493 -3.372985 -0.011 -0.264 -0.076 -0.3208
F -0.760319 3.732865 -3.093501 0.241 0.057 -0.035 -0.3268
C -0.256606 0.281583 -2.296798 0.075 0.227 0.037 -0.2215
C -1.627350 -0.943789 2.032882 -0.034 0.151 0.093 -0.3128
C -1.308366 0.551147 2.104864 -0.022 -0.050 -0.135 -0.3926
C 0.070546 0.796184 1.512902 -0.030 0.116 0.101 -0.5116
C 1.151835 -0.183332 1.926555 -0.066 0.401 -0.301 0.6962
O 2.316616 0.021824 1.643519 0.250 0.159 -0.090 -0.6319
N 0.768391 -1.315129 2.575402 0.093 -0.353 0.409 -0.4712
C 1.759204 -2.246695 3.034322 0.267 -0.023 -0.096 -0.0567
C 2.958765 -1.771657 3.793931 -0.073 -0.006 -0.059 -0.3929
C 1.881120 -2.524304 4.506813 -0.044 -0.141 0.136 -0.4296
C -0.604196 -1.680653 2.887755 -0.406 0.016 0.077 -0.2070
H 0.130440 -2.251746 0.627640 -0.084 0.072 0.157 0.4022
H -0.702729 -3.662631 -1.315277 -0.075 0.119 -0.080 0.1968
H -1.586486 -2.186845 -1.755522 0.113 -0.114 0.022 0.2363
H 0.483016 -2.369949 -3.077719 0.067 -0.105 0.014 0.2272
H 1.456176 -2.575611 -1.618358 0.037 -0.025 -0.073 0.2054
H 2.769337 -0.721478 -1.189460 0.064 -0.102 0.052 0.2199
H 3.097810 1.694968 -1.031783 0.101 0.045 0.065 0.2259
H 1.271952 3.243689 -1.675140 0.026 0.096 0.005 0.2279
H -1.204517 -0.097774 -2.645512 -0.122 -0.045 -0.022 0.2361
H -2.622922 -1.116853 2.454446 0.122 -0.047 -0.080 0.2454
H -1.339895 0.873038 3.148087 -0.052 -0.008 0.024 0.2036
H -2.053460 1.120298 1.548044 -0.016 0.002 0.067 0.2386
H 0.016968 0.746341 0.422919 0.079 0.010 -0.020 0.2448
H 0.432697 1.795891 1.759946 0.067 -0.071 -0.067 0.2454
H 1.898733 -3.091486 2.362359 0.073 -0.002 0.090 0.1966
H 3.048377 -0.713222 3.973874 -0.089 0.071 -0.029 0.2345
H 3.900326 -2.259474 3.598143 0.030 -0.095 -0.044 0.2214
H 2.067953 -3.540541 4.818105 0.012 -0.090 -0.029 0.2184
H 1.245363 -1.972528 5.181463 -0.085 0.114 0.006 0.2162
H -0.809517 -1.453639 3.942754 -0.034 -0.104 -0.110 0.2002
H -0.702596 -2.765742 2.764089 0.027 0.106 0.027 0.2085
```
Positions in Å, forces in eV/Å.

Properties
E_HOMO	-9.455	eV
orbital gap	10.061	eV
relative energy (zero: lowest compared OMol25 entry of this formula, charge and spin)	0.644	eV
structure (SMILES)	O=C(NCCc1cccc(C(F)(F)F)c1)[C@@H]1CCC(=O)N(C2CC2)C1